Here is C26H34MnNO7PS2Te as an isolated structure from the OMol25 dataset. Energies are from the ωB97M-V functional and the def2-TZVPD basis.

Geometry as ORCA input:
```
! wB97M-V def2-TZVPD RIJCOSX def2/J DEFGRID3
* xyz 0 6
C -5.60 2.94 1.97
C -5.96 -1.95 0.26
H -1.85 3.66 6.25
C 0.36 1.02 -4.81
C -3.70 -1.18 0.01
H -1.82 -4.71 0.79
H 1.84 -2.02 -4.66
H -0.21 3.09 1.62
C -1.18 -3.83 0.90
C -0.31 -2.09 2.57
C -0.15 2.35 3.63
H -6.27 -4.07 0.06
Mn 0.14 0.40 -0.35
C 1.35 -1.10 -4.35
H -1.82 4.88 2.14
P -2.63 2.43 -0.52
H -5.51 2.81 -0.20
H 0.40 3.48 -1.04
C -1.49 3.54 5.24
H 0.04 1.80 -5.49
C -0.62 2.50 4.93
H 1.38 -1.59 -2.25
H -6.52 3.52 1.99
N 0.49 0.23 -2.56
H -0.37 2.03 -3.06
C -1.47 4.23 2.93
C 0.07 4.51 -1.04
H 1.16 -0.28 -6.32
C -3.30 -2.49 -0.19
H 0.15 -2.25 3.55
H -4.63 4.18 0.48
C -1.41 4.64 -1.37
H -5.85 1.89 2.13
C -5.55 -3.26 0.05
O -1.50 1.56 -0.03
O -2.22 3.97 -0.38
O 0.10 0.25 2.06
O 1.92 1.64 -0.10
C -4.21 -3.54 -0.19
H -2.97 -0.38 -0.04
H 0.65 5.06 -1.79
C 0.14 1.16 -3.45
H -5.36 0.11 0.37
Te -3.55 1.92 -2.61
H -4.96 3.27 2.79
C 1.09 -0.88 -3.01
C -5.04 -0.91 0.23
O -3.70 2.35 0.67
O -0.86 -1.52 -0.38
C 0.98 -0.13 -5.27
H -1.28 -0.36 3.48
C -1.92 4.39 4.23
H -7.01 -1.74 0.44
C -0.89 -0.68 2.52
H 0.29 4.94 -0.06
H -2.62 5.19 4.47
C -1.34 -3.18 2.28
O 2.17 -0.55 -0.04
C -0.57 3.22 2.63
H -1.65 4.23 -2.35
S -1.58 -2.82 -0.55
H 3.72 0.75 0.20
H -1.73 5.68 -1.35
H -0.30 1.80 5.70
H -3.89 -4.55 -0.38
H -1.70 -0.62 1.79
H -2.36 -2.80 2.38
S 0.97 1.04 3.25
C -4.90 3.13 0.64
H -1.25 -3.99 3.00
H -0.15 -4.14 0.73
H 0.50 -2.13 1.84
C 2.64 0.62 0.03
*
```

Calculated values
Gap between HOMO and LUMO (spin up / spin down)   7.3 / 7.3 eV


Here is a 5-piece molecular cluster, C26H34N2O8 overall from the OMol25 dataset. Energies are from the ωB97M-V functional and the def2-TZVPD basis.

Geometry as ORCA input:
```
! wB97M-V def2-TZVPD RIJCOSX def2/J DEFGRID3
* xyz 0 1
C -15.41 -7.07 5.49
H -18.56 -11.19 5.21
H -18.49 -6.85 -0.29
C -17.02 -4.20 2.85
H -19.16 -8.37 -2.15
H -17.78 -11.91 3.97
O -17.07 -5.21 0.75
H -22.00 -11.74 1.61
C -19.79 -8.12 -1.31
C -21.67 -12.72 1.19
O -21.56 -9.24 -2.44
O -20.06 -9.13 4.09
C -21.20 -13.74 -1.01
O -17.65 -0.82 3.69
H -20.65 -12.14 3.58
H -22.24 -11.91 -0.79
C -21.19 -8.70 -1.38
C -17.65 -1.81 3.02
C -21.68 -7.78 0.89
H -17.48 -2.95 -0.30
H -22.95 -9.10 -0.27
N -17.78 -11.08 4.60
H -22.13 -14.38 -0.86
C -16.67 -9.99 2.65
H -18.30 -0.96 1.08
C -17.17 -4.19 1.41
H -21.12 -13.57 -2.07
H -18.94 -7.44 4.70
H -17.17 -3.15 4.67
H -17.38 -9.02 4.38
H -17.07 -10.70 1.91
H -14.96 -9.25 5.41
C -14.36 -7.06 8.22
C -20.39 -7.11 0.83
H -20.29 -14.25 -0.62
H -19.98 -11.57 -1.37
C -14.47 -8.32 7.39
O -20.10 -6.25 1.63
O -16.00 -4.88 5.89
H -16.58 -9.05 2.08
C -15.51 -5.90 6.34
H -21.10 -13.94 3.54
H -15.86 -6.91 4.55
H -19.50 -12.02 0.08
C -22.05 -8.50 -0.21
H -22.31 -7.66 1.74
C -17.32 -3.13 3.59
H -15.12 -5.14 8.34
C -14.99 -8.23 5.96
H -19.38 -13.41 3.45
C -19.44 -7.36 -0.28
O -14.29 -9.41 7.86
H -19.52 -10.39 2.56
H -22.43 -13.49 1.39
N -20.25 -11.54 -0.40
C -17.74 -9.85 3.75
H -14.01 -7.23 9.26
H -20.45 -7.95 5.58
C -14.99 -5.99 7.73
O -20.43 -13.04 1.76
C -17.51 -2.89 0.79
C -17.91 -1.85 1.54
C -19.08 -9.53 3.10
H -15.66 -10.29 2.88
C -21.43 -12.42 -0.30
C -19.97 -7.80 4.63
H -19.12 -8.82 2.30
H -20.53 -7.10 4.02
C -20.40 -13.11 3.20
H -16.64 -5.06 3.36
*
```

Calculated values
Gap between HOMO and LUMO   7.7 eV


Here is one molecule with the formula C26H34N4O4S from the OMol25 dataset. Energies are from the ωB97M-V functional and the def2-TZVPD basis.

Geometry as ORCA input:
```
! wB97M-V def2-TZVPD RIJCOSX def2/J DEFGRID3
* xyz 0 1
O 4.17 3.03 1.61
H -3.73 -2.36 1.98
C -3.22 0.80 -1.06
N -1.53 -3.42 0.15
H -3.80 -4.60 0.78
C 3.88 2.37 0.63
C 0.56 2.42 1.84
H -5.15 1.72 -1.07
C -1.33 2.24 -0.67
C 1.96 3.77 0.22
H -1.84 4.31 -0.42
H -4.00 5.21 -0.30
C -4.47 -2.58 1.21
N 4.52 -1.37 0.38
H 4.81 1.01 -0.81
C -4.08 1.87 -0.95
H 1.89 4.48 -0.62
H -5.39 -2.90 1.69
H 0.53 1.01 -1.96
C 0.93 1.42 -1.03
H -1.99 -3.79 2.17
H 2.93 -0.12 0.53
H -4.66 -1.66 0.66
H -1.21 0.11 -0.97
C -1.85 0.97 -0.90
H 1.32 1.64 1.81
H 1.01 0.60 -0.30
H 0.59 -5.09 1.85
C 1.33 -1.95 -1.71
H 5.67 1.23 0.73
S 4.01 -1.85 -1.15
H 2.25 2.71 -2.14
H -0.10 4.10 0.69
C -3.97 -3.66 0.25
C -3.58 3.14 -0.71
O 4.00 -0.74 -2.07
H -0.41 1.97 2.00
C 2.33 1.98 -1.32
H -4.97 4.50 -1.59
H 0.29 -3.56 2.67
H 1.62 -1.40 -2.59
C 2.32 -2.31 -0.81
H -1.65 -5.24 1.20
C -4.52 4.31 -0.62
H -3.59 -0.20 -1.26
C 0.72 -3.36 0.58
C 0.13 -4.10 1.74
C -2.73 -3.18 -0.47
O 4.79 -3.00 -1.49
O -2.80 -2.57 -1.52
C 0.55 3.24 0.54
H 2.83 -3.30 1.01
N 2.83 2.68 -0.16
C 4.69 1.13 0.26
H 2.39 4.26 1.09
H 5.52 -1.46 0.48
H -5.32 4.10 0.09
C 0.01 -2.29 -1.48
H 4.02 -0.09 1.93
H -4.73 -3.83 -0.51
C 2.03 -3.03 0.34
H 2.98 1.17 -1.64
N 0.05 2.48 -0.59
C -1.36 -4.20 1.38
C -2.22 3.32 -0.57
C -0.29 -2.99 -0.32
H 0.79 3.07 2.68
H -0.77 -2.03 -2.18
C 3.98 -0.11 0.84
*
```

Calculated values
Gap between HOMO and LUMO   8.1 eV


Here is one molecule with the formula C26H34O7 from the OMol25 dataset. Energies are from the ωB97M-V functional and the def2-TZVPD basis.

Geometry as ORCA input:
```
! wB97M-V def2-TZVPD RIJCOSX def2/J DEFGRID3
* xyz 0 1
H -4.01 2.04 8.07
H 3.26 1.77 0.71
H 4.34 -2.07 -2.53
H 0.84 0.60 2.63
H 1.60 -4.47 -2.99
C 3.18 -1.05 -1.00
C 1.96 -0.15 -0.99
O -0.60 0.20 -0.30
H 0.14 -5.26 -3.56
H 5.11 1.27 -3.86
O 1.56 0.12 0.35
C -1.61 1.03 3.79
H 1.12 -0.65 -1.50
H -5.31 1.66 5.29
H -0.41 0.83 -2.52
H 0.15 2.23 -3.45
C -0.30 -1.63 -4.74
H -1.12 -4.54 -1.38
H -3.69 1.17 3.50
H 1.45 1.85 -1.63
H 5.79 -0.32 -3.26
C 3.40 2.45 -0.13
H -2.41 1.56 6.28
H 3.01 -1.93 -0.37
C 1.02 -0.88 -4.67
C -1.28 0.75 2.43
C -0.07 1.17 -3.50
C -0.50 -3.64 -1.40
H -1.04 -2.83 -0.91
H 0.91 -4.01 -4.55
C 1.16 0.42 -3.97
H -1.20 -1.49 -2.74
C 0.24 0.28 0.57
H -1.09 -0.96 -5.07
C 3.58 -0.24 -3.34
H -0.21 -2.43 -5.47
C -6.08 2.19 7.80
H 0.41 -3.85 -0.84
C -0.03 0.56 1.98
O -5.51 2.56 10.08
C -3.22 1.51 5.57
O 1.23 0.31 -5.38
C -4.82 1.99 7.35
C 3.43 -1.46 -2.45
H 4.04 -0.50 -0.61
H -6.94 2.16 7.15
H 2.58 3.18 -0.14
H -7.79 2.84 10.39
C -6.34 2.48 9.21
C -0.16 -3.28 -2.82
H 1.89 -1.53 -4.69
C 0.67 -4.31 -3.53
H -0.88 1.03 -4.21
O -7.65 2.66 9.45
H -2.09 0.70 1.71
H 2.59 -2.07 -2.79
C -0.60 -2.15 -3.36
C 2.46 0.80 -3.26
C -4.49 1.71 6.00
C -2.88 1.23 4.22
H 4.35 2.98 -0.03
C 4.94 0.22 -3.65
O 3.48 1.76 -1.36
C 2.28 1.14 -1.77
O 4.16 -0.47 -4.59
H 2.83 1.71 -3.76
H -0.80 1.08 4.50
*
```

Calculated values
Gap between HOMO and LUMO   7.2 eV


Here is C26H35B2ClF6N8O7W as an isolated structure from the OMol25 dataset. Energies are from the ωB97M-V functional and the def2-TZVPD basis.

Geometry as ORCA input:
```
! wB97M-V def2-TZVPD RIJCOSX def2/J DEFGRID3
* xyz 1 4
B 1.29 -0.19 1.42
C 3.07 0.14 -0.22
H 1.52 2.16 4.01
F -3.86 -1.35 -1.24
H -0.17 -2.43 4.39
N 0.15 0.22 -2.47
H -0.55 -2.06 2.70
H -1.09 3.02 -3.43
H -0.74 1.36 4.43
C -0.44 0.31 4.38
H 0.55 4.10 -2.67
C -2.16 1.87 0.95
H 2.81 1.07 3.49
C 3.86 -1.11 -0.15
N -0.35 4.14 0.46
H -0.28 -0.05 5.40
C 3.50 1.40 -0.50
W 0.05 -1.26 -0.93
C 0.78 -1.17 -4.43
Cl 1.25 -3.82 -0.55
C -2.84 0.84 1.55
O 0.71 -4.93 -1.20
H -1.08 6.51 1.74
O 1.58 -2.73 -1.54
C 0.45 5.60 -1.05
B -0.22 2.01 -0.79
C -2.66 -1.73 1.36
C 0.31 4.39 -1.66
H -2.62 -1.86 2.45
F -4.40 -1.51 -3.32
H 0.67 -3.28 3.07
O 0.55 0.62 2.20
O -1.20 -2.37 -2.00
F -2.73 -0.29 -2.74
C -2.16 -2.83 -4.15
H 0.80 6.52 -1.48
H 0.54 6.04 2.26
H 2.15 0.94 5.13
C -3.37 -1.44 -2.48
H 0.68 -2.05 -3.79
C 0.19 0.04 -3.80
H -1.91 -1.88 -4.62
N 1.28 1.53 -0.30
C 0.83 0.19 3.58
C 0.02 5.39 0.29
O 2.38 -4.09 0.24
C 2.47 -1.68 4.32
N -0.33 1.47 -2.23
N -0.20 3.51 -0.74
C 2.36 2.22 -0.55
C -0.05 6.38 1.40
C 1.90 1.15 4.09
H -2.01 -2.46 0.90
H 2.12 -1.65 5.36
H 1.84 -1.01 -4.62
O 0.20 -3.13 0.28
F -4.23 -4.13 -2.52
H -2.22 2.94 1.09
C -2.30 -0.33 1.01
H 4.52 1.70 -0.68
H -3.05 -3.23 -4.64
H 2.78 -2.70 4.10
H 3.63 -1.70 0.73
H -1.25 -0.25 3.93
N 1.66 0.19 -0.03
H -3.62 0.91 2.29
H -3.68 -1.95 1.05
O 1.90 -1.24 2.02
C 0.25 -2.32 3.39
H 3.64 -1.73 -1.02
H 4.92 -0.85 -0.15
F -2.24 -4.97 -2.43
C -2.99 -3.92 -2.07
N -1.36 -0.01 0.11
C -2.38 -2.62 -2.66
F -3.04 -3.91 -0.73
H -1.33 -3.53 -4.28
C -0.65 2.04 -3.40
C -0.33 1.18 -4.42
H 0.30 -1.37 -5.38
H 3.34 -1.03 4.23
N -1.27 1.36 0.09
H 0.33 7.35 1.08
H 2.30 3.27 -0.79
H -0.45 1.35 -5.48
C 1.35 -1.28 3.39
*
```

Calculated values
Gap between HOMO and LUMO (spin up / spin down)   7.1 / 8.8 eV


Here is a 8-piece molecular cluster, C26H35BrCl14FN3O4 overall from the OMol25 dataset. Energies are from the ωB97M-V functional and the def2-TZVPD basis.

Geometry as ORCA input:
```
! wB97M-V def2-TZVPD RIJCOSX def2/J DEFGRID3
* xyz 0 1
C -0.30 -0.29 -2.74
C 7.90 1.75 -1.89
C -5.24 -3.86 -4.21
H -6.33 4.36 -0.89
H 5.02 -5.52 2.66
N -1.68 -0.49 -2.98
H 4.86 -2.46 -1.46
H 2.87 -0.34 1.44
C -4.06 -0.49 0.54
H 5.03 2.96 -0.04
O 2.47 -2.32 -2.14
C 2.05 -0.39 0.71
F -0.30 -0.78 1.28
O 2.89 -2.76 1.79
H -2.81 1.65 -1.76
H 3.02 3.97 -5.52
Cl -4.11 -4.29 -5.49
H 0.32 -3.98 1.08
H -5.79 -4.75 -3.92
H -2.39 -2.61 -1.46
H 4.64 -0.74 -1.27
H -0.50 1.55 -1.72
H 1.28 1.53 2.62
Cl 5.56 -5.45 4.95
Cl -3.09 -0.93 3.10
Cl -4.41 -3.21 -2.78
H 1.67 2.02 -1.89
C 2.15 0.94 -0.11
Cl 3.30 -6.78 3.65
Cl 3.56 4.17 -3.24
Cl -2.38 1.30 4.85
C 2.45 4.03 -4.60
C 2.88 -1.90 -1.09
H -7.94 3.83 6.22
Cl -4.07 4.13 -0.28
C -5.77 4.50 0.02
C -3.00 0.70 -1.27
H 3.30 3.48 -0.37
H 4.66 -1.83 0.18
H 4.34 0.72 0.36
Cl 6.35 1.29 -1.16
C 4.44 -5.44 3.58
C -3.77 0.70 -0.12
H -5.85 5.52 0.36
Br 1.11 -0.81 3.53
N 0.70 1.26 1.84
C -2.96 -0.37 4.77
C 1.29 1.93 0.71
H 8.53 2.17 -1.12
H -5.92 -3.10 -4.58
H -3.95 -0.41 5.23
O 1.09 3.09 0.47
N 1.90 -1.66 -0.01
H -6.85 4.66 5.08
H 7.71 2.47 -2.67
H 1.79 4.89 -4.62
H 3.88 -4.51 3.59
C 1.28 -4.01 0.59
H -4.18 1.63 0.25
C 0.08 0.63 -1.60
C 1.57 0.99 -1.54
O 0.51 -0.81 -3.47
Cl -6.44 3.43 1.26
Cl -6.76 2.32 4.86
C 4.00 2.68 -0.17
Cl -8.93 4.14 4.12
C 2.10 -2.78 0.89
Cl 8.74 0.36 -2.61
H -3.78 -2.61 0.52
C -2.48 -0.48 -1.77
H -1.72 -1.44 -3.34
C 3.59 1.43 0.03
H 1.90 -4.84 0.93
C -3.55 -1.67 0.03
C -7.57 3.85 5.21
Cl 1.46 2.57 -4.45
C 0.83 -0.16 1.66
H -4.71 -0.49 1.40
H -2.27 -1.00 5.31
C 4.35 -1.70 -0.86
H 1.19 -4.10 -0.50
H 2.20 0.39 -2.20
C -2.77 -1.66 -1.11
H -0.24 0.21 -0.65
*
```

Calculated values
Gap between HOMO and LUMO   9.0 eV